[1]
{
  "formula": "C6H10O",
  "method": "the ωB97M-V functional and the def2-TZVPD basis",
  "e_above_lowest_kcal_mol": 105.2,
  "energy_ha": -309.674687,
  "homo_ev": -9.514,
  "species": ["C", "C", "C", "C", "C", "C", "O", "H", "H", "H", "H", "H", "H", "H", "H", "H", "H"],
  "coordinates": [[2.0064, 0.5117, -0.0201], [0.6588, -0.0647, -0.0984], [-0.1545, -1.4527, 0.3089], [-0.9788, -0.8822, -0.8442], [-1.6472, 0.3077, -0.1165], [-0.3523, 0.8002, 0.5819], [0.1846, -0.2796, -1.4355], [2.7419, 0.0975, -0.7426], [2.4174, 0.5761, 0.9875], [1.3675, 1.8780, -0.0722], [-0.7079, -1.6416, 1.2522], [0.5239, -2.2589, 0.0731], [-1.5491, -1.4871, -1.5567], [-2.4601, -0.0194, 0.5443], [-2.0084, 1.0752, -0.7998], [0.2626, 2.0680, 0.2614], [-0.3048, 0.7720, 1.6770]],
  "forces_ev_per_angstrom": [[-0.66, 1.93, 0.00], [-0.71, -0.85, 1.19], [0.98, -0.08, -0.28], [-0.22, -0.06, 0.01], [0.03, 0.41, 0.04], [0.45, 3.14, -0.53], [0.03, 0.25, -0.06], [-0.54, 0.78, 0.33], [-0.05, -0.22, -0.05], [2.83, -2.92, -0.65], [0.68, 0.44, -0.35], [-0.21, -0.51, -0.27], [0.05, 0.17, 0.27], [0.27, 0.20, -0.02], [-0.16, -0.20, -0.10], [-2.66, -2.51, 0.82], [-0.11, 0.02, -0.35]]
}

=====

[2]
{
  "formula": "C6H10O",
  "method": "the ωB97M-V functional and the def2-TZVPD basis",
  "e_above_lowest_kcal_mol": 50.7,
  "energy_ha": -309.761601,
  "smiles": "C1=CCCOCC1",
  "homo_ev": -8.489,
  "species": ["C", "C", "C", "C", "C", "C", "O", "H", "H", "H", "H", "H", "H", "H", "H", "H", "H"],
  "coordinates": [[0.2113, -1.4075, 0.6880], [1.1780, -1.0411, -0.5011], [1.5022, 0.3473, -0.0343], [0.4857, 1.2023, 0.1436], [-0.8606, 1.1030, -0.5554], [-1.6493, 0.2928, 0.4894], [-0.6035, -0.2676, 1.3177], [-0.5913, -2.0825, 0.4330], [0.8426, -1.7991, 1.5006], [2.0907, -1.6698, -0.5718], [0.6943, -1.1235, -1.4854], [2.3863, 0.4327, 0.5934], [0.5762, 2.0024, 0.8674], [-1.2548, 2.1031, -0.7860], [-0.7790, 0.5649, -1.5057], [-2.3421, 0.9461, 1.0641], [-2.2668, -0.5281, 0.1045]],
  "forces_ev_per_angstrom": [[-1.13, 0.59, 0.58], [-0.39, 0.47, 0.20], [-0.09, 0.66, -0.09], [1.17, 1.01, -1.29], [0.35, -0.09, -0.01], [0.36, -0.43, -0.04], [-0.10, -1.96, 0.23], [0.12, -0.72, -0.24], [-0.63, 0.28, -0.08], [-0.73, 0.14, 0.46], [-0.07, 0.24, 0.36], [-0.03, 0.21, -0.17], [0.22, 0.24, -0.19], [-0.07, -0.35, 0.22], [0.06, 0.06, 0.16], [0.86, -0.52, 0.19], [0.08, 0.16, -0.30]]
}

=====

[3]
{
  "formula": "C6H10O",
  "method": "the ωB97M-V functional and the def2-TZVPD basis",
  "e_above_lowest_kcal_mol": 13.6,
  "energy_ha": -309.820708,
  "smiles": "CC(C)=CCC=O",
  "homo_ev": -8.934,
  "species": ["C", "C", "C", "C", "C", "C", "O", "H", "H", "H", "H", "H", "H", "H", "H", "H", "H"],
  "coordinates": [[-2.3300, 0.1411, -0.1656], [-0.8363, 0.1873, 0.0168], [-0.3525, 1.1279, 1.0846], [-0.0353, -0.6027, -0.7037], [1.3495, -1.0534, -0.3171], [2.5635, -0.1910, -0.5599], [2.5636, 0.9867, -0.8183], [-2.7990, 1.1289, -0.2304], [-2.7529, -0.3514, 0.7226], [-2.6188, -0.4572, -1.0348], [-0.6086, 2.1435, 0.7551], [0.7317, 1.1054, 1.2187], [-0.8501, 0.9724, 2.0500], [-0.4625, -1.1024, -1.5721], [1.5461, -2.0270, -0.7842], [1.3713, -1.2605, 0.7650], [3.5204, -0.7476, -0.4266]],
  "forces_ev_per_angstrom": [[-0.07, 0.04, -0.08], [0.09, -0.10, -0.08], [0.05, -0.01, 0.05], [-0.21, -0.02, 0.13], [-0.01, 0.03, -0.02], [-0.01, 0.35, -0.05], [-0.05, -0.49, 0.05], [0.13, -0.07, -0.04], [0.02, 0.12, -0.16], [0.06, 0.14, 0.08], [0.06, -0.10, 0.12], [-0.16, -0.07, 0.00], [0.05, -0.05, -0.15], [-0.02, -0.11, 0.23], [0.06, 0.13, 0.06], [0.10, 0.02, -0.10], [-0.07, 0.16, -0.05]]
}

=====

[4]
{
  "formula": "C6H10O",
  "method": "the ωB97M-V functional and the def2-TZVPD basis",
  "e_above_lowest_kcal_mol": 11.6,
  "energy_ha": -309.823831,
  "smiles": "C[C@H]1C=CC[C@H]1O",
  "homo_ev": -9.341,
  "species": ["C", "C", "C", "C", "C", "C", "O", "H", "H", "H", "H", "H", "H", "H", "H", "H", "H"],
  "coordinates": [[-1.9050, 0.0982, -0.9216], [-0.5343, 0.4072, -0.3325], [-0.2975, 0.6656, 1.1391], [1.0061, 0.5175, 1.3999], [1.7321, -0.0365, 0.1814], [0.5721, -0.6229, -0.6278], [0.2225, -1.9130, -0.1543], [-2.2231, -0.9281, -0.7104], [-1.8785, 0.2020, -2.0149], [-2.6783, 0.7778, -0.5481], [-1.0496, 1.1599, 1.7452], [1.5253, 0.9323, 2.2558], [-0.1692, 1.4057, -0.6245], [2.1896, 0.7861, -0.3916], [2.5078, -0.7814, 0.3833], [0.7841, -0.7623, -1.6929], [0.2003, -1.8467, 0.8122]],
  "forces_ev_per_angstrom": [[-0.03, -0.01, 0.06], [-0.03, 0.03, -0.02], [0.17, 0.00, 0.19], [-0.14, 0.19, -0.04], [0.05, -0.02, 0.01], [0.08, 0.31, -0.16], [-0.04, -0.01, 0.21], [0.14, 0.15, 0.10], [0.05, 0.02, 0.24], [0.13, -0.06, -0.01], [0.19, -0.13, 0.19], [-0.09, -0.34, 0.13], [-0.28, -0.25, -1.13], [0.00, -0.10, 0.15], [-0.09, 0.13, 0.08], [-0.01, 0.21, 0.16], [-0.10, -0.11, -0.17]]
}

=====

[5]
{
  "formula": "C6H10O",
  "method": "the ωB97M-V functional and the def2-TZVPD basis",
  "e_above_lowest_kcal_mol": 45.2,
  "energy_ha": -309.770372,
  "smiles": "C=CC=O.C=CC",
  "homo_ev": -9.366,
  "species": ["O", "C", "C", "C", "C", "C", "C", "H", "H", "H", "H", "H", "H", "H", "H", "H", "H"],
  "coordinates": [[1.1221, -1.5448, 1.6269], [1.9230, -1.0197, 0.8804], [1.7573, 0.3374, 0.3139], [0.7987, 1.1329, 0.7914], [-1.2350, 0.4823, -0.7606], [-0.5632, -0.8104, -1.0773], [-2.2422, 0.5092, 0.1062], [2.8524, -1.5506, 0.5878], [2.4296, 0.6424, -0.4866], [0.5082, -0.7078, -1.2514], [0.6469, 2.1473, 0.4411], [0.1546, 0.7737, 1.5866], [-1.0181, 1.3435, -1.3962], [-1.0456, -1.1838, -1.9864], [-0.7201, -1.5305, -0.2669], [-2.9867, 1.2915, 0.0830], [-2.3816, -0.3125, 0.8080]],
  "forces_ev_per_angstrom": [[0.42, 0.18, -0.32], [-0.14, -0.13, 0.28], [0.02, 0.30, 0.31], [0.49, 0.11, 0.29], [-0.60, -0.27, -0.27], [0.08, -0.16, -0.09], [-0.07, 0.07, -0.11], [-0.13, -0.01, 0.04], [-0.07, -0.02, 0.19], [-0.20, -0.12, -0.24], [0.04, -0.11, 0.01], [0.15, 0.10, -0.03], [-0.23, -0.22, -0.02], [0.18, -0.16, 0.04], [0.05, 0.08, -0.21], [0.20, 0.35, 0.44], [-0.20, 0.02, -0.31]]
}

=====

[6]
{
  "formula": "C6H10O",
  "method": "the ωB97M-V functional and the def2-TZVPD basis",
  "e_above_lowest_kcal_mol": 26.4,
  "energy_ha": -309.800274,
  "smiles": "CC1=C(C)[C@@H](O)C1",
  "homo_ev": -8.734,
  "species": ["C", "C", "C", "C", "C", "C", "O", "H", "H", "H", "H", "H", "H", "H", "H", "H", "H"],
  "coordinates": [[-1.5508, 1.0136, -0.8871], [-0.0684, 0.4785, 2.1726], [-0.4427, 0.1569, -0.3905], [0.2043, 0.0166, 0.7854], [0.3821, -0.8184, -1.1475], [1.2825, -0.8836, 0.3102], [0.9688, -0.3436, -2.3173], [1.5337, -1.0298, -2.6896], [-0.0546, -1.8137, -1.2767], [-1.1782, 1.7195, -1.6308], [-2.3239, 0.4088, -1.3634], [-1.9976, 1.5758, -0.0685], [0.7318, 1.1321, 2.5243], [-0.1145, -0.3750, 2.8519], [-1.0114, 1.0194, 2.2286], [1.4035, -1.8453, 0.8106], [2.2355, -0.4116, 0.0880]],
  "forces_ev_per_angstrom": [[-0.03, -0.12, 0.14], [0.01, 0.11, -0.15], [0.19, 0.33, 0.59], [-0.83, 0.30, -0.34], [1.22, -0.92, 2.04], [-0.54, -0.12, -2.23], [0.27, 0.12, -0.17], [-0.10, 0.06, 0.01], [-0.25, 0.11, -0.17], [-0.01, 0.01, -0.03], [-0.07, 0.03, -0.03], [-0.07, 0.06, -0.01], [0.01, 0.02, 0.06], [-0.01, -0.01, 0.03], [-0.03, 0.05, 0.06], [0.05, -0.08, -0.07], [0.18, 0.05, 0.26]]
}

=====

[7]
{
  "formula": "C6H10O",
  "method": "the ωB97M-V functional and the def2-TZVPD basis",
  "e_above_lowest_kcal_mol": 85.7,
  "energy_ha": -309.705790,
  "homo_ev": -8.523,
  "species": ["C", "C", "C", "C", "C", "C", "O", "H", "H", "H", "H", "H", "H", "H", "H", "H", "H"],
  "coordinates": [[-1.7051, -0.1147, 1.2159], [-1.7302, 0.6854, -0.0588], [-0.8849, -0.5519, 0.0371], [0.6258, -0.4582, 0.0216], [1.2086, -0.1427, -1.3620], [2.3023, 0.8771, 1.0992], [1.0405, 0.6231, 0.9280], [-1.1873, 0.3236, 2.0636], [-2.5820, -0.7037, 1.4721], [-2.6258, 0.6557, -0.6736], [-1.2188, 1.6448, -0.0504], [-1.2452, -1.4292, -0.5012], [1.0491, -1.3816, 0.4418], [1.7667, -0.9864, -1.7747], [0.4224, 0.1511, -2.0616], [2.8605, 0.1049, 0.4902], [1.9034, 0.7027, -1.2871]],
  "forces_ev_per_angstrom": [[-0.02, -0.05, 0.19], [-0.05, 0.15, -0.12], [0.07, -0.05, -0.06], [0.04, -0.09, -0.14], [0.01, 0.00, -0.17], [-0.39, -0.31, 0.08], [0.28, 0.20, 0.23], [-0.05, -0.08, -0.16], [0.18, 0.10, -0.07], [0.18, -0.03, 0.11], [-0.06, -0.17, 0.03], [0.09, 0.19, 0.08], [-0.02, 0.26, -0.11], [-0.16, 0.08, -0.01], [0.04, -0.11, 0.07], [0.03, 0.20, 0.17], [-0.15, -0.27, -0.11]]
}

=====

[8]
{
  "formula": "C6H10O",
  "method": "the ωB97M-V functional and the def2-TZVPD basis",
  "e_above_lowest_kcal_mol": 35.3,
  "energy_ha": -309.786160,
  "smiles": "C#C[C@](C)(O)CC",
  "homo_ev": -10.158,
  "species": ["C", "C", "C", "C", "O", "C", "C", "H", "H", "H", "H", "H", "H", "H", "H", "H", "H"],
  "coordinates": [[-0.4063, 1.0540, 1.7400], [-0.2559, 1.1629, 0.2264], [0.2705, -0.1122, -0.4487], [0.1230, -0.0314, -1.9712], [1.6614, -0.1700, -0.1219], [-0.3156, -1.3572, 0.1028], [-0.5064, -2.4340, 0.6096], [-0.5765, 2.0402, 2.1830], [0.4966, 0.6268, 2.1856], [-1.2527, 0.4125, 2.0071], [0.4732, 1.9430, -0.0269], [-1.2092, 1.4500, -0.2319], [0.3996, -0.9810, -2.4406], [-0.8986, 0.2158, -2.2746], [0.8017, 0.7473, -2.3342], [1.9517, -1.0688, -0.3257], [-0.6179, -3.3810, 1.0891]],
  "forces_ev_per_angstrom": [[0.01, -0.02, 0.05], [-0.04, 0.04, -0.03], [-0.17, 0.07, -0.03], [-0.03, -0.02, -0.08], [0.23, -0.13, -0.05], [0.01, -0.46, 0.22], [0.06, 0.42, -0.19], [0.03, -0.13, -0.06], [-0.10, 0.08, -0.04], [0.14, 0.08, -0.04], [-0.13, -0.11, 0.01], [0.11, -0.09, 0.05], [0.00, 0.13, 0.08], [0.10, -0.08, 0.10], [-0.15, -0.08, 0.05], [0.11, 0.17, 0.09], [-0.17, 0.14, -0.12]]
}

=====

no.,orbital gap (eV)
1,10.37
2,9.61
3,9.86
4,10.37
5,9.49
6,9.69
7,9.23
8,11.14